DFT (ωB97M-V with the def2-TZVPD basis set) results for a structure of composition C5H7BClNO2.

For the total energy, the calculation gives -24081.2257 eV. For the frontier orbital gap (spin up / spin down), the calculation gives 7.99 / 7.99 eV. Its energy above the lowest of the compared OMol25 structures with the same formula, charge and spin is 50.12 kcal per mole.

CARTESIAN COORDINATES (ANGSTROEM)
B: -0.40292 0.29532 -2.44890
C: -0.91025 0.93408 1.46561
C: -0.09321 0.00748 1.99435
C: -0.98144 1.24819 0.00968
C: 0.82865 -0.79829 1.27621
C: -0.50988 0.50104 -0.94515
N: 0.98796 -0.91219 0.01435
O: -1.56638 0.58326 -3.04149
O: 0.71882 -0.21035 -2.95645
Cl: 2.97898 -2.33678 -1.33187
H: -1.40655 1.65825 2.20265
H: -0.15092 -0.27015 3.13205
H: -1.66588 2.11844 -0.18633
H: 1.25758 -1.57843 1.89176
H: 1.94777 -1.63448 -0.43701
H: -1.73891 0.35220 -3.97197
H: 1.48165 -0.50796 -2.41369